10
Properties=species:S:1:pos:R:3:forces:R:3 method="wB97M-V/def2-TZVPD" smiles="Br[C@@H]1C=CON1" charge=0 gap_ev=9.1
Br -2.79174 0.05207 0.12566 0.434 0.031 -0.191
C -0.66089 0.03352 -0.64139 -0.297 -0.142 0.221
C 0.10816 -0.79074 0.28148 0.094 0.355 0.153
C 0.83053 0.05688 1.02767 -0.414 -0.265 -0.713
O 0.70011 1.33722 0.62626 -0.156 0.427 0.249
N -0.07958 1.27938 -0.54614 0.369 -0.192 -0.204
H -0.90145 -0.29214 -1.64145 -0.195 0.029 0.040
H -0.00382 -1.84680 0.40192 0.018 -0.201 0.034
H 1.49481 -0.10742 1.85289 0.100 0.071 0.149
H -0.61602 2.12816 -0.67114 0.047 -0.112 0.261

60
Properties=species:S:1:pos:R:3:forces:R:3 method="wB97M-V/def2-TZVPD" smiles=CC(C)O.CC(C)O.CC(C)O.CC(C)O.CO.CO charge=0 gap_ev=10.0
C 1.16452 5.83920 -1.43755 -0.339 -0.313 -0.439
C 0.25510 4.96724 -0.56138 -0.497 0.648 -2.076
C -0.16084 3.65236 -1.18121 -0.220 -0.085 -0.420
O 0.97062 4.60367 0.54080 1.321 -0.008 2.250
H 1.48603 6.73189 -0.90103 0.079 -0.002 0.150
H 0.67720 6.19068 -2.34699 -0.125 -0.094 -0.032
H 2.03389 5.24755 -1.72435 0.127 0.090 -0.002
H -0.57216 5.60259 -0.24508 -0.584 -0.225 -0.123
H -1.01383 3.75360 -1.85220 0.041 -0.092 0.032
H -0.36981 2.92370 -0.39795 -0.524 0.179 -0.018
H 0.67134 3.19270 -1.71441 -0.041 0.283 -0.275
H 1.24900 5.44079 0.91938 0.447 -0.201 0.652
C 1.62535 -3.77558 -1.02477 1.083 0.231 -0.006
C 2.57899 -4.79769 -0.39310 -0.969 1.492 1.511
C 3.21124 -4.25289 0.91430 0.974 0.105 -1.610
O 1.86069 -5.90680 0.08171 -0.191 -1.538 -0.984
H 0.75516 -3.58370 -0.39702 -0.051 -0.114 -0.091
H 1.35885 -4.02788 -2.05113 -0.298 -0.198 0.172
H 2.22004 -2.86383 -1.08083 -0.240 0.362 -0.118
H 3.31746 -5.02465 -1.16205 0.081 -0.727 0.346
H 2.42518 -4.02796 1.63514 0.177 0.041 0.061
H 3.83586 -3.38700 0.69475 -0.148 0.364 0.252
H 3.90461 -5.02188 1.25486 -0.277 -0.032 0.421
H 1.17980 -5.55990 0.66278 -0.120 -0.056 0.037
C -2.94975 -0.24789 -1.99492 -0.149 0.724 -0.726
C -3.97019 -0.40214 -0.89095 -0.508 -0.926 -1.824
C -5.00406 -1.49064 -1.19294 -0.623 0.400 0.439
O -3.32833 -0.78205 0.27253 0.144 -0.196 1.293
H -2.46359 -1.17584 -2.29601 0.037 -0.044 0.252
H -2.21841 0.51111 -1.71711 0.313 -0.232 0.150
H -3.43283 0.17636 -2.87512 -0.164 -0.147 -0.207
H -4.47087 0.55980 -0.78104 -0.235 0.171 0.189
H -5.52595 -1.41864 -2.14716 0.391 0.252 -0.213
H -5.79842 -1.37343 -0.45581 -0.049 -0.283 0.216
H -4.59432 -2.49602 -1.09586 0.216 0.097 -0.008
H -2.60991 -0.15331 0.37337 0.754 0.057 0.507
C 2.61162 1.64951 -0.60859 -0.356 -1.000 1.408
C 2.53391 1.59656 0.97629 2.455 0.524 -1.295
C 3.67568 2.47394 1.59952 -1.412 0.390 0.171
O 1.24730 1.97646 1.38379 0.190 -0.329 0.407
H 1.74011 1.07495 -0.92236 -0.104 0.171 -0.401
H 3.47754 1.12310 -1.01006 0.200 0.196 0.153
H 2.55757 2.66211 -1.00836 0.111 -0.030 0.224
H 2.76768 0.59337 1.33275 -0.597 -0.239 -0.162
H 4.67130 2.03592 1.52894 -0.157 -0.016 -0.193
H 3.43853 2.68145 2.64297 0.098 -0.465 0.262
H 3.64416 3.47894 1.17870 0.289 -0.016 -0.477
H 1.13556 2.84456 0.98941 -0.373 0.744 0.207
C -3.80243 -3.08555 2.97277 -0.176 -0.692 0.515
O -2.71045 -3.00400 2.11093 0.561 0.159 -0.484
H -4.48825 -2.25897 2.78695 -0.155 -0.038 0.391
H -4.30491 -4.04375 2.84067 -0.433 -0.045 -0.203
H -3.43975 -3.12873 3.99976 -0.093 0.486 0.167
H -2.98949 -2.38466 1.43258 0.340 0.235 -0.505
C 0.01769 -1.00130 0.29809 0.487 0.179 0.541
O -0.63651 0.26056 0.35175 -0.973 -0.848 -0.647
H 0.27284 -1.35434 1.29727 -0.036 -0.015 0.232
H -0.59816 -1.78608 -0.14116 -0.300 0.476 -0.182
H 0.95766 -0.93626 -0.24991 0.011 0.001 -0.264
H -0.07688 0.90873 0.78568 0.594 0.187 0.377

87
Properties=species:S:1:pos:R:3:forces:R:3 method="wB97M-V/def2-TZVPD" charge=+1 s2=0.756 spin_multiplicity=2 gap_ev="7.9 / 7.9"
Ti -1.05634 -0.87347 -0.27565 0.024 0.021 0.778
C -1.85055 -1.03620 2.75761 -0.270 0.946 0.048
N -0.85379 -1.80517 1.96929 -0.272 0.666 -0.437
C 0.32055 -2.20857 2.73959 0.633 -1.114 -1.148
C -0.11077 -3.28461 3.68294 -1.583 -0.509 0.039
C -0.71603 -4.47703 2.90312 0.859 -0.380 1.946
N -1.55059 -4.15708 1.82685 -0.254 2.724 -1.870
C -1.96277 -5.22171 0.91209 -2.604 0.042 0.445
C -1.52297 -2.89425 1.35924 -0.695 -1.571 -0.625
O -2.11046 -2.60985 0.30237 -0.136 0.532 -0.713
H -1.41650 -0.10427 3.16889 0.020 -0.564 -0.365
H -2.21078 -1.63668 3.57621 -0.225 -0.122 0.374
H -2.70201 -0.75403 2.12369 0.291 -0.110 0.107
H 0.74382 -1.36937 3.24416 0.237 0.717 0.236
H 1.06886 -2.60830 1.99714 -0.527 0.418 0.778
H -0.89746 -2.91456 4.39487 0.919 -0.256 -0.505
H 0.71735 -3.64907 4.24335 0.580 -0.306 0.595
H -1.28368 -5.06626 3.59136 -0.387 -0.488 0.656
H 0.01763 -5.14117 2.51118 1.191 -0.466 -0.143
H -1.17793 -5.57073 0.30049 1.068 -0.427 -0.344
H -2.78803 -4.89898 0.23741 0.756 0.188 0.580
H -2.42540 -6.03470 1.48890 0.508 0.147 0.039
C 4.61577 -4.45087 1.58560 0.210 -0.398 0.443
C 3.52552 -3.72269 0.81243 0.360 -1.254 0.311
C 2.54639 -4.46476 0.16747 -0.462 2.579 0.163
C 1.54880 -3.80247 -0.55646 0.059 -0.941 -0.079
C 0.59567 -4.67554 -1.29712 -0.939 0.874 -1.733
C 1.54132 -2.41431 -0.72861 1.022 0.226 0.671
Se 0.44161 -1.61614 -2.07954 -0.353 0.182 -0.291
C 2.56944 -1.67781 -0.07598 -0.630 -0.352 0.390
C 2.64115 -0.20610 -0.05404 -0.813 1.840 1.045
C 3.50642 -2.34668 0.68613 0.312 -0.358 0.132
H 5.58779 -4.26221 1.09432 -0.281 0.184 0.526
H 4.50653 -5.56290 1.53030 -0.217 0.917 0.088
H 4.64758 -4.16847 2.68390 0.101 -0.169 -1.356
H 2.50163 -5.50323 0.22981 0.109 -1.612 0.126
H 0.61726 -5.72148 -1.03858 0.346 -0.321 0.288
H 0.90793 -4.59068 -2.39014 -0.834 -0.215 1.135
H -0.46764 -4.33013 -1.17791 1.024 -0.153 -0.517
H 2.24524 0.30375 0.88272 0.493 -1.155 -0.557
H 2.00643 0.25948 -0.78156 -0.110 -0.004 -0.763
H 3.63004 0.21510 -0.14842 0.485 -0.237 -0.173
H 4.29123 -1.80088 1.18453 0.076 0.326 0.077
C 3.45289 1.67639 -2.70311 0.429 0.302 1.550
C 3.75414 2.91534 -3.45606 -0.741 0.952 -0.718
S 2.44219 4.11870 -3.75136 0.018 -1.366 0.073
O 1.34644 3.38248 -4.35541 0.075 0.311 0.188
O 3.09197 5.18360 -4.44229 -0.052 0.678 -0.229
C 1.87473 4.72487 -2.15141 0.432 -0.531 0.938
C 0.45424 4.29600 -1.78152 -1.002 -0.613 -1.677
N 0.30591 3.17215 -0.84253 0.313 0.596 -1.086
C -0.32775 2.01866 -1.14264 0.349 -0.207 -0.893
N -0.29898 1.20095 -0.10835 0.109 -0.385 1.374
C 0.27180 1.86818 0.94500 0.982 2.492 -2.246
C 0.71189 3.11342 0.45909 -0.820 -1.495 0.890
N 1.33607 4.20244 1.20136 -1.076 -1.225 1.237
O 1.80897 5.14660 0.62255 0.124 0.241 -0.213
O 1.27469 4.04840 2.41924 0.397 0.254 -0.862
C -0.94505 1.67860 -2.47937 1.097 2.271 0.256
H 4.35434 1.07842 -2.68433 0.262 -0.258 0.040
H 2.68667 1.06865 -3.12010 -0.848 -0.331 -0.349
H 3.23917 1.91968 -1.63909 -0.091 -0.209 -0.635
H 3.99638 2.74036 -4.49208 0.224 -0.298 -0.486
H 4.56658 3.48254 -3.05679 0.583 0.376 0.441
H 2.04239 5.79728 -2.11741 -0.378 0.155 -0.345
H 2.60330 4.37554 -1.39990 -0.279 -0.136 -0.396
H -0.10042 3.97688 -2.71458 0.911 0.205 0.906
H -0.17795 5.08552 -1.43750 0.088 0.853 0.582
H 0.49261 1.54600 1.91232 -0.108 -0.878 1.183
H -1.72368 2.41849 -2.65090 -0.389 -0.046 -0.032
H -1.40280 0.72954 -2.46096 -0.314 -1.051 -0.119
H -0.22886 1.85252 -3.30537 -0.174 -0.545 0.409
C -4.62996 3.14722 1.90785 -0.994 0.322 -1.323
Si -4.62166 2.71962 0.05939 0.399 -0.285 -0.003
C -3.78512 4.09711 -0.93325 -0.270 0.857 -0.740
C -6.35143 2.45234 -0.54986 -2.250 0.266 -1.080
C -3.68392 1.10226 -0.20401 0.912 -0.175 0.264
C -2.80759 0.22848 -0.23732 -1.249 0.760 -0.281
H -5.25305 4.07078 1.90592 0.101 -0.636 0.384
H -3.69128 3.42447 2.34575 0.582 -0.151 0.201
H -5.12441 2.32148 2.42842 0.073 0.353 0.223
H -3.91005 5.10700 -0.46636 -0.409 -0.759 -0.330
H -4.15319 4.15685 -2.01092 0.431 -0.096 1.381
H -2.69835 4.02195 -0.95637 0.178 -0.417 -0.096
H -7.04433 3.35329 -0.52597 1.098 -0.649 0.187
H -6.93846 1.70078 0.02417 0.647 0.239 -0.215
H -6.44734 2.13324 -1.63785 0.536 0.209 1.248

3
Properties=species:S:1:pos:R:3:forces:R:3 method="wB97M-V/def2-TZVPD" charge=+3 s2=2.007 spin_multiplicity=3 gap_ev="12.4 / 6.4"
Ag -0.19035 -1.92524 -0.39657 -2.886 -7.005 -1.663
Ag -0.52635 1.89077 0.31919 -3.460 5.729 0.784
I 0.71670 0.03447 0.07738 6.346 1.276 0.879

49
Properties=species:S:1:pos:R:3:forces:R:3 method="wB97M-V/def2-TZVPD" charge=-1 gap_ev=5.4
O 2.31544 -0.17862 2.40336 1.323 -0.128 0.496
C 1.27816 -0.28717 1.95563 -2.425 0.565 -0.780
Co -0.33053 -0.51083 1.15814 0.446 0.456 0.363
C -0.66181 -2.26395 1.06328 -0.166 0.462 0.187
O -0.82206 -3.38565 0.94528 -0.131 -0.943 0.030
C -1.69288 0.40238 1.98072 1.496 -0.700 -0.144
O -2.54693 0.97737 2.46447 -0.688 0.357 0.226
C 0.59389 -0.26323 -0.73486 -2.271 -0.572 1.865
C 1.10252 -1.64653 -1.03002 0.270 1.544 -0.513
C 2.18488 -2.14484 -0.31648 0.413 -0.059 0.228
C 2.63741 -3.43389 -0.50190 0.139 0.178 0.215
C 2.01984 -4.24322 -1.42784 0.177 -0.796 -0.355
C 0.94349 -3.77608 -2.14774 0.020 -0.243 0.056
C 0.51100 -2.48237 -1.96174 -0.237 0.127 -0.454
C -0.84586 0.09074 -0.66257 -0.011 -0.072 -4.980
C -1.79443 -0.49340 -1.59387 1.736 2.345 3.630
Co 0.34661 1.74585 -1.01949 -0.318 -2.077 1.133
C 2.00977 2.03031 -0.32526 -1.205 0.461 -0.601
O 3.04795 2.19555 0.11027 0.541 -0.121 0.246
C -0.76676 2.87530 -0.09922 1.202 -0.684 -0.912
O -1.45600 3.57916 0.47200 -0.402 0.210 0.279
C 0.32631 1.97353 -2.81735 -0.053 0.101 1.114
O 0.30909 2.10524 -3.94834 -0.011 0.031 -0.833
H 2.64010 -1.52092 0.43075 0.179 0.058 0.022
H 3.44575 -3.83316 0.09922 0.085 0.153 -0.039
H 2.40688 -5.23410 -1.62296 -0.090 -0.168 0.135
H 0.41839 -4.43865 -2.82048 0.025 0.038 -0.226
H -0.29072 -2.11013 -2.56852 -0.213 0.108 -0.160
H -2.51491 0.14130 -2.09987 0.079 -0.015 -0.205
H -2.00384 -1.54036 -1.54682 0.064 -0.698 -0.157
C 0.62149 3.56382 6.75566 0.335 -0.361 -0.320
N 1.47370 2.47097 6.29138 -0.301 -0.068 0.573
C 2.16337 2.43431 5.08766 0.271 -0.741 0.320
C 2.84276 1.25478 4.99657 0.175 0.376 -0.392
C 2.57763 0.51109 6.17101 0.060 -0.214 0.133
C 1.71862 1.28048 6.97808 0.109 0.170 -0.402
C 1.28432 0.77715 8.21435 -0.119 0.698 -0.412
C 1.71402 -0.46466 8.60197 0.165 -0.215 -0.055
C 2.57210 -1.22966 7.79303 -0.057 -0.162 0.284
C 3.00695 -0.75764 6.58786 -0.166 0.529 -0.162
H 0.18147 3.32308 7.72057 0.082 -0.129 -0.032
H 1.19993 4.47834 6.86129 0.083 0.110 0.045
H -0.18361 3.74441 6.04768 -0.102 -0.014 -0.068
H 2.15239 3.21510 4.34640 -0.299 0.251 0.210
H 3.45122 0.91746 4.17413 -0.074 0.176 -0.013
H 0.62798 1.35892 8.83645 -0.194 0.078 0.246
H 1.39019 -0.86854 9.54654 -0.088 -0.043 0.181
H 2.89166 -2.20315 8.12717 0.010 -0.169 0.116
H 3.66297 -1.32767 5.95422 0.139 -0.194 -0.120

Energy in Eh, matching the order above: -2820.64410, -1008.77903, -5682.19927, -590.00134, -4195.79893